DFT (ωB97M-V with the def2-TZVPD basis set) results for a molecular structure, C20H40CaP2Si in a non-equilibrium geometry.

Structure (ORCA input):
```
! wB97M-V def2-TZVPD RIJCOSX def2/J DEFGRID3
* xyz 0 1
P 0.01780 -1.29933 -4.14547
P 0.14611 1.72405 -4.06503
C -0.26727 -0.44705 -5.79923
C 0.32132 0.96201 -5.77892
H -1.35265 -0.42845 -5.97960
H 0.19440 -1.06192 -6.58646
H 1.39294 0.95322 -6.03089
H -0.18839 1.61761 -6.50117
C -1.51358 2.45850 -4.38658
H -1.73486 3.18755 -3.59912
H -2.28298 1.67668 -4.38116
H -1.50727 2.96133 -5.36268
C 1.18441 3.19359 -4.40999
H 0.83375 3.70920 -5.31258
H 2.22417 2.87688 -4.54883
H 1.12733 3.87099 -3.55166
C -1.01314 -2.76697 -4.50971
H -0.87507 -3.49718 -3.70597
H -0.72352 -3.21212 -5.46938
H -2.06541 -2.46602 -4.54501
C 1.66132 -1.99385 -4.61072
H 2.42839 -1.21139 -4.57892
H 1.61022 -2.41590 -5.62275
H 1.92424 -2.78439 -3.89957
Ca -0.10911 0.47405 2.95506
C 0.62346 1.88176 0.14972
C -0.71428 1.81696 0.04317
C -1.47909 0.93167 -0.88997
C -1.87182 -0.46386 -0.33731
C -0.81245 -1.22775 0.40808
C 0.50849 -1.21122 0.16244
C 1.18439 -0.44777 -0.92482
C 1.62283 1.00964 -0.54904
C 0.25433 -2.88654 3.74688
H 1.07858 2.69169 0.74365
H -1.34495 2.52844 0.60140
H -0.95474 0.82670 -1.85439
H -2.43318 1.44587 -1.11642
H -2.73517 -0.32537 0.34476
H -2.27661 -1.05299 -1.18514
H -1.21569 -1.95303 1.12870
H 1.18742 -1.83079 0.76772
H 0.58733 -0.43941 -1.85581
H 2.11737 -0.98781 -1.16815
H 2.51154 0.91711 0.11121
H 1.98960 1.48680 -1.47900
H 0.98813 -3.47588 4.32441
H 0.60363 -2.86420 2.69989
H -0.69650 -3.44517 3.77818
C 1.49361 -0.61811 7.71530
Si -0.00078 0.08286 6.83790
C -1.53019 -0.62453 7.66320
C -0.01950 1.95170 6.97820
C 0.00094 -0.58359 5.07496
C 0.09772 -1.56132 4.28992
H 1.41675 -0.51759 8.80871
H 2.42200 -0.12729 7.38977
H 1.58338 -1.68625 7.47615
H -1.48946 -0.55315 8.75996
H -2.44435 -0.12314 7.31784
H -1.62062 -1.68942 7.39885
H 0.86569 2.40496 6.51224
H -0.91057 2.39398 6.51113
H -0.02039 2.24493 8.04208
*
```

## Properties
energy: -66277.488 eV